A 2-piece molecular cluster, C4H12 overall. Source: the OMol25 dataset; level of theory: wB97M-V/def2-TZVPD.

Last column: Löwdin charge in e.
Element x y z (Å)
C (-0.77, -0.77, 2.23)  -0.212
C (0.82, 0.76, -2.04)  -0.165
C (0.30, 0.24, 2.08)  -0.190
C (-0.33, -0.25, -2.40)  -0.136
H (0.48, 1.74, -1.50)  0.089
H (-0.85, -0.57, -1.48)  0.061
H (-1.50, -0.86, 1.35)  0.079
H (1.60, 0.38, -1.39)  0.039
H (0.99, 0.25, 2.97)  0.083
H (1.31, 1.12, -2.94)  0.043
H (0.97, 0.10, 1.25)  0.044
H (-1.45, -0.62, 3.11)  0.066
H (0.10, -1.10, -2.80)  0.029
H (-0.11, 1.23, 2.11)  0.057
H (-0.52, -1.84, 2.50)  0.074
H (-1.03, 0.18, -3.04)  0.038

## Properties
DFT total energy in a.u.: -159.56273
HOMO-LUMO gap in eV: 12.62
HOMO energy in Eh: -0.4218
Energy relative to the best compared isomer or geometry (same formula, charge and spin) in kJ/mol: 58.40
LUMO energy in eV: 1.15
SMILES: CC.CC